19
Properties=species:S:1:pos:R:3:forces:R:3 method="wB97M-V/def2-TZVPD" lumo_energy_ev=1.112 smiles=CCC.CC homo_energy_ev=-11.00 molar_mass_g_mol=74.17 orbital_gap_ev=12.1
C 1.7138 0.5195 -1.7226 0.69 -0.97 -1.30
C 2.2796 0.2255 -0.3299 0.39 -0.72 -0.97
C 0.2834 0.0901 -2.0765 -0.33 0.91 -0.09
H 2.0072 1.5476 -1.9503 -0.94 0.30 0.02
H 2.2513 0.0194 -2.5455 0.65 -0.31 0.72
H 2.0870 -0.7983 -0.0019 -0.60 0.19 0.24
H 1.9522 0.9918 0.3641 -0.01 -0.21 0.37
H 0.0391 -0.9646 -1.9453 0.36 -0.02 0.82
H -0.4386 0.7331 -1.5713 -0.32 -0.30 0.01
H 3.3714 0.2070 -0.4069 -0.02 0.55 0.15
H 0.1106 0.1617 -3.1552 0.12 0.60 0.03
C -1.9408 -1.0926 1.8596 0.31 -0.11 -0.72
C -1.9573 0.4128 2.0194 -0.61 -0.01 -0.11
H -1.2958 -1.5582 2.6034 -0.42 -0.27 0.18
H -2.9590 -1.4749 1.8107 0.03 -0.27 0.59
H -1.5263 -1.3795 0.8851 0.14 0.20 0.09
H -2.4460 0.7154 2.9483 0.19 -0.06 0.07
H -0.9525 0.8201 1.9947 0.05 0.24 -0.10
H -2.5793 0.8241 1.2200 0.32 0.29 -0.03

=====

19
Properties=species:S:1:pos:R:3:forces:R:3 method="wB97M-V/def2-TZVPD" lumo_energy_ev=1.136 smiles=CCC.CC homo_energy_ev=-11.42 molar_mass_g_mol=74.17 orbital_gap_ev=12.6
C 1.1991 -1.6906 -1.0003 0.06 -0.53 0.25
C 1.9000 -3.0602 -1.1249 -0.14 0.83 -0.42
H 0.3224 -1.6521 -1.6396 -0.11 0.12 -0.10
H 0.8549 -1.5273 0.0211 0.07 0.08 0.02
H 1.8722 -0.8771 -1.2604 -0.03 0.07 -0.12
H 2.9419 -2.9557 -0.8462 0.21 -0.18 0.14
H 1.8687 -3.3873 -2.1684 0.05 -0.15 0.19
H 1.4339 -3.8008 -0.4892 -0.09 -0.24 0.02
C -1.1160 1.0793 0.6473 0.19 0.02 0.18
C -1.7226 1.7346 1.8883 0.14 0.17 -0.65
C -0.4357 2.0542 -0.3305 -0.20 -0.68 0.48
H -1.9292 0.5651 0.1374 0.09 -0.19 -0.20
H -0.3932 0.3173 0.9632 -0.17 0.05 -0.06
H -0.9559 2.0297 2.6025 -0.06 -0.07 0.14
H -2.2569 2.6316 1.5840 -0.14 0.19 0.07
H 0.2939 1.5010 -0.9203 0.06 0.18 -0.15
H 0.0687 2.8533 0.2104 0.07 0.08 -0.08
H -2.4493 1.0617 2.3269 0.01 -0.08 0.42
H -1.1830 2.4654 -0.9989 -0.01 0.32 -0.14

=====

19
Properties=species:S:1:pos:R:3:forces:R:3 method="wB97M-V/def2-TZVPD" lumo_energy_ev=1.140 smiles=CCC.CC homo_energy_ev=-11.07 molar_mass_g_mol=74.17 orbital_gap_ev=12.2
C 0.2908 2.2046 -1.9720 1.37 -0.74 1.42
C 1.5514 1.4120 -1.4250 -1.21 -1.72 -2.05
H 0.1803 3.1788 -1.4982 -0.02 0.00 -0.09
H 0.4823 2.3091 -2.9964 -0.11 0.51 -1.62
H -0.6337 1.6290 -1.8652 0.24 0.08 0.22
H 2.5778 1.7288 -1.7832 -1.43 -0.54 -0.45
H 1.2635 0.2711 -1.5970 1.36 2.27 0.12
H 1.6719 1.5234 -0.4060 -0.19 0.14 2.43
C -0.3638 -1.4089 0.6194 0.58 -1.22 0.31
C 0.0232 -1.9746 1.9994 0.49 -0.23 1.85
C -1.6072 -0.5455 0.8085 0.52 0.28 -1.02
H 0.4958 -0.7516 0.2632 -1.12 -0.93 0.31
H -0.4510 -2.3366 -0.0958 -0.12 2.03 1.01
H -0.1172 -1.2673 2.8554 0.59 0.49 -1.02
H -1.8870 -0.1093 -0.1499 0.10 0.66 0.14
H -2.4939 -1.0419 1.1040 -0.75 -1.19 0.43
H 1.1150 -2.2667 2.0128 -1.33 -0.17 0.19
H -0.6629 -2.7278 2.5084 0.88 -0.02 -1.62
H -1.4354 0.1736 1.6174 0.16 0.28 -0.56

=====

19
Properties=species:S:1:pos:R:3:forces:R:3 method="wB97M-V/def2-TZVPD" total_charge=+1 lumo_energy_ev="-3.308 / -10.379" s2=0.753 homo_energy_ev="-14.73 / -14.73" multiplicity=2 molar_mass_g_mol=74.17 orbital_gap_ev="11.4 / 4.4"
C 0.6385 2.7392 1.2103 -0.26 -0.18 0.55
C -0.6311 1.9406 1.4550 -0.48 -0.27 0.58
H 0.3979 3.7409 0.8629 0.08 -0.04 -0.28
H 1.1604 2.8687 2.1624 0.20 -0.10 -0.24
H 1.2745 2.2166 0.4936 0.20 0.29 0.04
H -0.4691 0.9932 1.9726 0.48 -0.29 -0.24
H -1.2944 2.4156 2.1875 -0.06 0.36 -0.53
H -1.1770 1.7234 0.5323 -0.15 0.20 0.10
C 0.0288 -1.9303 -0.5023 0.14 0.86 1.12
C -0.8705 -2.4798 -1.7752 -0.12 -0.75 0.03
C 0.8776 -0.7347 -0.6590 -0.70 0.33 0.04
H -0.6990 -1.7893 0.2974 0.00 -0.18 -0.04
H 0.6678 -2.8455 -0.3965 -0.32 -0.26 -0.73
H -0.1312 -2.3944 -2.5730 -0.36 -0.09 -0.10
H 1.2931 -0.6110 -1.6592 0.46 -0.31 0.13
H 0.2931 0.1498 -0.4010 0.00 0.13 0.03
H 1.6682 -0.7468 0.1140 0.18 -0.03 -0.23
H -1.3132 -3.4702 -1.6617 0.39 -0.06 -0.13
H -1.7143 -1.7859 -1.6600 0.31 0.38 -0.09

=====

19
Properties=species:S:1:pos:R:3:forces:R:3 method="wB97M-V/def2-TZVPD" total_charge=+1 lumo_energy_ev="-2.896 / -11.027" s2=0.753 homo_energy_ev="-15.53 / -15.22" multiplicity=2 molar_mass_g_mol=74.17 orbital_gap_ev="12.6 / 4.2"
C 1.1071 0.1735 -2.7184 0.78 -1.14 1.77
C 0.1607 1.0041 -1.8703 0.46 1.55 -1.95
H 0.6779 -0.7340 -3.1319 -0.47 0.40 -0.78
H 1.6948 0.8112 -3.3724 -0.13 -0.33 -0.38
H 1.8453 -0.3561 -2.0734 0.15 0.63 -0.08
H 0.3947 2.0557 -2.1112 0.18 -0.14 0.65
H 0.2693 0.9306 -0.7740 -0.26 -0.30 0.00
H -0.8409 0.9700 -2.2838 -0.59 -0.62 0.82
C -0.2398 0.2073 1.7261 -1.30 -1.92 0.87
C -1.5164 -0.2685 1.0138 -0.31 -0.08 -0.11
C 0.4068 -1.0254 2.3524 -0.43 -0.55 -1.57
H 0.2848 0.7688 0.9021 -0.13 0.63 -0.16
H -0.3411 0.9635 2.5316 0.73 0.47 -0.11
H -1.2590 -0.9624 0.2118 -0.23 0.21 -0.37
H 0.2377 -1.8172 1.6099 0.01 -0.03 0.10
H 1.4931 -0.9187 2.4312 0.06 0.59 0.69
H -0.0523 -1.4648 3.2402 0.26 0.43 0.43
H -2.1614 -0.8782 1.6615 0.57 -0.09 0.54
H -2.1614 0.5403 0.6550 0.66 0.28 -0.36

=====

19
Properties=species:S:1:pos:R:3:forces:R:3 method="wB97M-V/def2-TZVPD" total_charge=+1 lumo_energy_ev="-3.210 / -10.610" s2=0.752 homo_energy_ev="-14.80 / -14.80" multiplicity=2 molar_mass_g_mol=74.17 orbital_gap_ev="11.6 / 4.2"
C -1.5620 -0.1116 -0.1467 -0.91 -0.75 0.25
C -2.9071 0.4709 -0.4037 -0.56 -0.33 -0.42
C -1.3853 -1.5643 -0.0631 -0.10 -0.92 0.10
H -1.2419 0.4108 0.7913 0.47 0.74 -0.03
H -0.6585 0.1409 -0.7228 0.68 0.74 -0.13
H -2.7724 1.3459 -1.0674 0.25 0.22 0.44
H -3.5717 -0.2163 -0.9202 0.03 -0.31 0.11
H -0.4443 -1.6785 0.4921 0.30 -0.11 0.00
H -3.4223 0.7973 0.5042 -0.03 0.34 -0.08
H -1.1502 -2.1240 -0.9899 0.06 0.05 -0.04
H -2.2074 -2.1317 0.3911 -0.24 0.36 -0.21
C 3.2230 0.1290 0.5687 -0.83 -0.58 -0.66
C 2.1018 1.0413 0.0296 0.87 0.32 -0.49
H 4.0040 0.6972 1.0598 0.05 -0.15 0.12
H 2.8224 -0.6704 1.1975 0.16 0.39 0.45
H 3.6287 -0.4306 -0.2724 0.41 0.15 0.00
H 2.2527 1.2130 -1.0385 -0.15 -0.21 -0.09
H 1.1010 0.6317 0.1632 0.00 0.10 0.23
H 2.1896 2.0493 0.4273 -0.46 -0.04 0.45

=====

| no. | strongest force on any atom (eV/A) |
| --- | --- |
| 1 | 1.8 |
| 2 | 0.9 |
| 3 | 2.9 |
| 4 | 1.4 |
| 5 | 2.5 |
| 6 | 1.2 |